Entry 1:
67
Properties=species:S:1:pos:R:3:lowdin_spin:R:1 method="wB97M-V/def2-TZVPD" lumo_ev="-2.24 / -2.43" total_charge=+1 relative_energy_kcal_mol=59.9 multiplicity=4 orbital_gap_ev="5.678 / 6.312" homo_ev="-7.915 / -8.743"
Cr 0.01213 -0.26533 -0.46143 3.02
C -2.43460 -0.37293 -1.58919 0.01
C -1.65409 0.89654 -2.16113 0.01
N -0.73188 1.48841 -1.14266 0.02
C 0.48934 2.29575 -1.44673 0.01
C 1.63332 1.94058 -0.46594 0.04
C 2.75314 2.67879 -0.12056 -0.01
C 3.69661 2.06984 0.70846 0.04
C 3.55098 0.75959 1.17171 -0.01
C 2.41779 0.06523 0.78626 0.03
C 2.03238 -1.41203 1.03012 0.01
N 0.54324 -1.55570 1.02503 0.02
C -0.20176 -2.74220 0.51105 0.01
C -1.66694 -2.36020 0.02754 0.01
N -1.89337 -0.91449 -0.29946 0.02
N 1.54189 0.71001 0.02235 0.00
H -2.38555 -1.15169 -2.34647 0.00
H -3.48187 -0.10838 -1.43837 0.00
H -2.38687 1.63094 -2.50209 0.00
H -1.04114 0.57580 -2.99963 0.00
H -1.25988 1.94609 -0.40295 0.01
H 0.28018 3.36632 -1.43036 0.00
H 0.82161 2.02923 -2.45111 0.00
H 2.89726 3.68813 -0.47995 0.00
H 4.57584 2.62998 0.99751 0.00
H 4.30477 0.30505 1.79939 0.00
H 2.48319 -1.79223 1.94806 0.00
H 2.41648 -1.98583 0.18325 0.00
H 0.16346 -1.24114 1.91470 0.01
H -0.28353 -3.52096 1.27307 0.00
H 0.35877 -3.12261 -0.33805 0.00
H -2.37597 -2.62546 0.81208 0.00
H -1.88733 -2.97015 -0.84719 0.00
H -2.36992 -0.46864 0.47896 0.01
C -0.58649 -3.27319 -3.35607 0.00
C 0.75164 -2.70460 -3.74057 0.01
C 1.42861 -3.23892 -4.82374 -0.01
C 2.67331 -2.76637 -5.21397 0.03
C 3.23558 -1.73554 -4.48046 0.00
C 2.59382 -1.17030 -3.38532 0.02
C 3.29383 -0.07878 -2.62728 0.00
C 1.32101 -1.64239 -2.99362 -0.03
N 0.60506 -1.17275 -1.92267 -0.32
H -0.99408 -3.87957 -4.16388 0.00
H -1.30374 -2.48199 -3.12737 0.00
H -0.51959 -3.91334 -2.46984 0.00
H 0.95939 -4.04540 -5.37580 0.00
H 3.18988 -3.19159 -6.06258 0.00
H 4.21298 -1.35337 -4.75343 0.00
H 4.30472 0.05837 -3.00942 0.00
H 3.37489 -0.30737 -1.56340 0.00
H 2.78379 0.88250 -2.71997 0.00
S -1.54451 1.09374 2.22724 0.02
C -2.17833 1.71643 3.69370 0.01
N -3.27468 1.19897 4.24895 0.00
C -3.87831 1.67637 5.49045 0.00
C -3.55166 3.14921 5.66531 0.00
C -2.04860 3.33881 5.55782 0.00
N -1.57911 2.73314 4.31434 0.00
H -3.69667 0.43922 3.74306 0.00
H -3.49764 1.09452 6.33404 0.00
H -4.95250 1.51188 5.42657 0.00
H -3.90912 3.50331 6.63049 0.00
H -4.05073 3.72984 4.88697 0.00
H -1.54050 2.87666 6.40830 0.00
H -1.78095 4.39384 5.54021 0.00
H -0.75896 3.09232 3.85567 0.00


Entry 2:
68
Properties=species:S:1:pos:R:3:nbo_charge:R:1 method="wB97M-V/def2-TZVPD" lumo_ev=0.45 total_charge=0 relative_energy_kcal_mol=0.0 multiplicity=1 orbital_gap_ev=6.682 homo_ev=-6.234
Pd -0.80646 1.12965 -0.92545 -0.07
N 4.10772 -0.88296 -0.90402 -0.86
C 3.86702 -1.95192 0.07320 -0.05
C 3.33037 -1.32996 1.36830 -0.41
C 1.92623 -0.74806 1.20812 -0.05
N 1.98083 0.50053 0.39130 -0.79
C 0.96033 -1.76432 0.60895 -0.44
C 1.45317 -2.43761 -0.68352 -0.05
N 1.33991 -1.65022 -1.90772 -0.87
C 2.87373 -2.97280 -0.47980 -0.41
H 5.00778 -0.44111 -0.77015 0.37
H 2.65881 0.41041 -0.38411 0.49
H 4.05526 -1.21290 -1.85971 0.39
H 4.79332 -2.48816 0.31431 0.18
H 4.01674 -0.55763 1.72866 0.21
H 3.28590 -2.10001 2.14329 0.22
H 1.55235 -0.43708 2.18539 0.22
H 2.20518 1.30085 0.99609 0.46
H 1.04924 0.71774 -0.05378 0.42
H -0.01104 -1.29580 0.43405 0.25
H 0.81410 -2.53948 1.36961 0.21
H 0.81130 -3.31000 -0.83627 0.20
H 0.36612 -1.42050 -2.07985 0.37
H 1.81801 -0.75343 -1.88458 0.39
H 3.24182 -3.37476 -1.42651 0.22
H 2.83204 -3.80315 0.23172 0.21
O 2.00827 2.31181 2.52809 -1.03
S 1.33108 3.43274 3.25568 1.27
C -0.38092 2.87952 3.51419 -0.59
C -1.20187 2.71785 2.24573 -0.44
C -2.36707 1.74561 2.41480 -0.41
C -3.25350 1.74545 1.16258 -0.61
S -3.49545 0.07311 0.53880 1.27
O -2.14366 -0.33336 0.00775 -0.99
C -4.54256 0.49326 -0.84490 -0.19
C -4.00420 0.98988 -2.02231 -0.22
C -4.86130 1.30443 -3.06555 -0.20
C -6.23190 1.12460 -2.92580 -0.19
C -6.75675 0.61919 -1.74468 -0.21
C -5.90733 0.29078 -0.69801 -0.24
C 1.00601 4.72812 2.07065 -0.19
C 0.96740 4.44136 0.71550 -0.22
C 0.66758 5.45770 -0.17858 -0.19
C 0.42292 6.74314 0.28688 -0.20
C 0.47927 7.02197 1.64679 -0.21
C 0.77717 6.01083 2.54859 -0.25
H -0.82584 3.58770 4.21789 0.23
H -0.24350 1.92930 4.03808 0.23
H -0.58365 2.33364 1.42552 0.25
H -1.57237 3.69390 1.92453 0.21
H -2.96647 1.99517 3.29359 0.21
H -1.95584 0.74552 2.58553 0.21
H -2.75815 2.25876 0.32653 0.26
H -4.24010 2.18008 1.33033 0.23
H -2.92704 1.12141 -2.11482 0.25
H -4.45520 1.69125 -3.99089 0.22
H -6.89373 1.37172 -3.74574 0.22
H -7.82315 0.46765 -1.64251 0.22
H -6.30001 -0.12642 0.22208 0.22
H 1.13917 3.43952 0.34572 0.25
H 0.61168 5.22054 -1.23268 0.24
H 0.19061 7.53482 -0.41373 0.22
H 0.30022 8.02741 2.00458 0.22
H 0.83808 6.21861 3.61081 0.22
O 0.43146 2.57971 -1.82847 -0.79
C 1.55519 2.34754 -2.37034 0.65
O 2.26572 1.34052 -2.27466 -0.75
H 1.94178 3.19721 -2.97125 0.06


Entry 3:
68
Properties=species:S:1:pos:R:3:nbo_charge:R:1 method="wB97M-V/def2-TZVPD" lumo_ev=0.15 total_charge=0 relative_energy_kcal_mol=520.2 multiplicity=1 orbital_gap_ev=8.365 homo_ev=-8.214
C 5.23232 -2.64762 -0.85446 -0.64
C 4.25442 -1.63922 -0.48013 -0.37
C 3.63144 -1.99664 0.78546 -0.38
H 2.98744 -1.00322 1.17944 0.14
C 2.38518 -3.01130 0.59221 -0.23
N 1.45606 -2.73108 -0.18550 -0.52
C 0.39889 -1.85031 0.19327 0.55
C -0.40665 -1.55544 -1.11508 -0.20
C -0.32089 -2.13619 -2.38061 0.64
O -1.12754 -2.04953 -3.24583 -0.58
N 0.92589 -3.06723 -2.41056 -0.62
C 1.73480 -3.32903 -1.56157 0.80
O 2.31450 -4.26758 -1.75965 -0.58
H 0.89589 -3.62634 -3.28275 0.42
N -1.56037 -0.72516 -0.84755 -0.44
C -1.50958 0.62581 -0.60565 0.67
O -2.61810 1.23762 -0.43601 -0.63
C -0.18495 1.26119 -0.96659 -0.30
N 0.03885 2.33614 -0.34149 -0.48
C -0.01744 3.71764 -0.64462 0.69
O 0.04220 4.04141 -1.99776 -0.66
C -0.16691 4.74302 0.56594 -0.29
C 0.83179 5.81468 0.45090 -0.39
C 0.77684 6.49697 1.96610 -0.44
C 1.32472 5.54831 2.61975 -0.33
C 1.12794 3.95995 2.39191 -0.42
H 0.97939 3.36812 3.30590 0.24
H 2.11239 3.77332 1.71234 0.23
C -0.20571 3.83433 1.78317 -0.32
C -0.22128 2.32039 1.18433 0.79
O -0.13262 1.33374 1.68409 -0.57
H -1.07484 3.96937 2.21988 0.24
H 2.26315 5.68462 3.15242 0.24
H 0.45674 5.65842 3.77823 0.11
H -0.38251 6.82656 2.03221 0.22
H 1.53119 7.31129 1.78268 0.24
H 1.69500 5.47491 -0.00120 0.22
H 0.48628 6.49082 -0.09918 0.21
H -1.25276 5.08259 0.31833 0.26
H 0.84730 0.66874 -0.77139 0.21
H -0.19627 1.45016 -1.95660 0.28
C -2.69609 -1.35573 -0.30868 -0.18
C -2.92260 -2.05128 0.85046 -0.47
H -2.25743 -2.87344 0.90925 0.20
C -4.20714 -2.64835 1.00431 -0.23
C -4.41766 -3.38140 2.47824 -0.61
H -4.28316 -2.48994 3.23529 0.19
H -5.47020 -3.79008 2.75484 0.23
H -3.51628 -4.00222 2.58847 0.21
C -4.46530 -3.81824 0.18593 -0.63
H -4.53659 -3.62386 -0.97405 0.21
H -5.46851 -4.40172 0.29948 0.23
H -3.73497 -4.85848 0.07619 0.21
H -5.10015 -2.07980 0.99503 0.22
H -2.73893 -1.54114 1.67131 0.20
H -2.80268 -2.23461 -1.20134 0.19
H -3.65044 -0.63452 -0.68383 0.25
N 0.39036 -1.32212 1.30292 -0.69
H 1.19743 -1.55309 1.91377 0.42
H -0.18425 -0.76889 1.61869 0.41
H 3.03767 -3.94150 0.27191 0.26
H 2.13585 -3.34416 1.76469 0.17
H 4.28928 -2.14798 1.53980 0.21
H 4.82878 -0.44446 -0.14211 0.17
H 3.42934 -1.31194 -1.17938 0.21
H 5.84741 -2.89995 -0.09901 0.20
H 4.58446 -3.48064 -1.17305 0.23
H 5.93246 -2.30771 -1.68458 0.22


Entry 4:
75
Properties=species:S:1:pos:R:3:nbo_charge:R:1 method="wB97M-V/def2-TZVPD" lumo_ev=4.25 total_charge=-2 multiplicity=1 orbital_gap_ev=5.006 homo_ev=-0.757
Hg 0.04819 0.96346 -0.31969 1.18
N -2.63998 3.36703 3.21222 -0.83
C -1.99524 2.39456 2.45159 0.28
S -0.36811 2.70338 2.02425 -0.42
N -2.79005 1.38181 2.15203 -0.49
N -2.18218 0.26858 1.73094 -0.19
C -2.94563 -0.60891 1.20743 -0.05
C -2.45713 -1.95514 0.86852 0.18
C -3.33526 -2.86591 0.26728 -0.26
C -2.89605 -4.13857 -0.04489 -0.18
C -1.58566 -4.48948 0.24983 -0.30
C -0.78414 -3.52854 0.85094 0.06
N -1.19486 -2.30155 1.16431 -0.40
H -2.29046 4.29389 3.04717 0.38
H -3.64630 3.27660 3.18543 0.37
H -3.99820 -0.38743 1.03191 0.15
H -4.35143 -2.55663 0.04800 0.21
H -3.56113 -4.85010 -0.52031 0.20
H -1.19792 -5.47523 0.02416 0.20
H 0.25264 -3.75402 1.09798 0.19
C -1.12544 2.29071 -5.46925 -0.64
C 0.10276 3.19823 -5.44051 -0.06
O 0.21766 4.00270 -4.27510 -0.83
P 0.66846 3.25894 -2.83083 1.19
S 1.95240 -0.27349 -0.81682 -1.36
S -1.13210 2.82965 -1.89593 -0.89
O 1.11946 4.72712 -2.19036 -0.84
C 1.36323 4.83103 -0.78747 -0.08
C 2.65659 4.15338 -0.35459 -0.65
H -1.24761 1.84656 -6.46575 0.18
H -2.01571 2.86847 -5.21330 0.21
H -1.02556 1.49648 -4.72972 0.23
H 0.05826 3.89803 -6.27568 0.16
H 1.00841 2.58803 -5.56509 0.16
H 0.52341 4.41426 -0.23244 0.21
H 1.40261 5.90031 -0.57515 0.16
H 2.63801 3.08610 -0.59703 0.25
H 2.76980 4.24856 0.73198 0.20
H 3.51880 4.60639 -0.85644 0.19
C 3.15654 1.66406 4.84994 -0.62
C 3.63189 0.48421 3.99501 -0.74
As 2.20747 -0.19740 2.77357 1.01
C 3.22357 -1.81814 2.26897 -0.72
C 4.51964 -1.53566 1.50837 -0.63
C 1.18219 -1.17015 4.17271 -0.73
C 0.04149 -0.34711 4.78122 -0.62
H 3.98863 2.15206 5.36764 0.18
H 2.43929 1.33736 5.60775 0.19
H 2.65396 2.41153 4.22908 0.22
H 4.01120 -0.32969 4.62486 0.18
H 4.45160 0.80753 3.35028 0.20
H 2.54737 -2.38818 1.62692 0.23
H 3.42027 -2.40845 3.17181 0.18
H 4.29505 -0.92645 0.62919 0.26
H 4.98924 -2.46660 1.16823 0.18
H 5.24416 -1.00311 2.13321 0.18
H 1.87420 -1.52424 4.94675 0.18
H 0.76384 -2.04396 3.66931 0.21
H 0.40812 0.56805 5.25496 0.19
H -0.50922 -0.92296 5.53503 0.18
H -0.65675 -0.05389 3.99779 0.24
F -2.42106 -3.50886 -6.09441 -0.33
C -2.51471 -3.94882 -4.81945 0.97
F -3.80929 -4.29606 -4.63134 -0.34
F -1.78586 -5.07889 -4.73445 -0.33
C -2.07926 -2.91154 -3.84037 -0.15
C -2.81169 -1.74346 -3.72775 -0.25
C -2.39512 -0.80558 -2.79473 0.05
N -1.33166 -0.97840 -2.01689 -0.41
C -0.61871 -2.08514 -2.15112 0.04
C -0.96118 -3.08977 -3.05681 -0.19
H -3.67807 -1.56598 -4.35518 0.21
H -2.93118 0.13270 -2.66347 0.21
H 0.27878 -2.13468 -1.52690 0.27
H -0.35931 -3.98360 -3.13934 0.21


no.,total energy (Ha)
1,-2723.1606
2,-2286.8724
3,-1546.7435
4,-5547.0752